A 3-piece molecular cluster, C43H89N4O6PS2 overall at a distorted geometry, computed with ωB97M-V/def2-TZVPD.

Element x y z (Å)
C (-2.93196, 4.09752, -1.08580)
C (-1.79902, 4.44671, -2.04708)
C (-0.34600, 4.14946, -1.57933)
C (-0.17454, 3.51220, -0.20204)
C (-0.39546, 1.99553, -0.20275)
C (0.77137, 1.22445, -0.84905)
C (1.71366, 0.53927, 0.16571)
C (2.16701, -0.86894, -0.26786)
N (1.40820, -1.94850, 0.40193)
C (2.27460, -3.08114, 0.78508)
C (3.25062, -2.65969, 1.90464)
C (4.72016, -2.70419, 1.44186)
C (5.47125, -3.98545, 1.80085)
C (5.66697, -4.23870, 3.29237)
C (6.50160, -3.14729, 4.00047)
C (5.79673, -2.57236, 5.22756)
C (6.44730, -1.28795, 5.77159)
C (0.29572, -2.35390, -0.37643)
S (0.35561, -3.44513, -1.56556)
S (-1.23534, -1.51800, 0.03005)
C (-1.89481, -2.59304, 1.35185)
C (-3.28317, -3.11920, 0.98025)
C (-4.25010, -3.18889, 2.17073)
N (-3.60059, -3.49430, 3.45109)
C (-3.97028, -4.76773, 4.07630)
C (-5.48396, -4.88530, 4.38278)
C (-3.53865, -5.90715, 3.12954)
O (-2.36736, -5.65449, 2.39763)
C (-1.15916, -5.84566, 3.10646)
C (-3.17188, -4.77726, 5.40722)
P (-3.16669, -6.27314, 6.40373)
O (-1.85837, -6.94146, 6.50158)
O (-3.68760, -5.81332, 7.85340)
O (-4.34819, -7.19595, 5.86388)
H (-3.09940, 3.02668, -1.00506)
H (-3.84647, 4.53489, -1.49053)
H (-2.80062, 4.52934, -0.09658)
H (-1.98223, 3.91109, -2.97773)
H (-1.86774, 5.50877, -2.27444)
H (0.22709, 5.07657, -1.59570)
H (0.12472, 3.50134, -2.31883)
H (0.85772, 3.68075, 0.11941)
H (-0.80324, 3.99577, 0.54267)
H (-1.30984, 1.76195, -0.74887)
H (-0.55233, 1.62317, 0.80902)
H (0.38241, 0.48230, -1.54563)
H (1.37305, 1.92354, -1.43124)
H (1.17719, 0.41437, 1.10494)
H (2.59127, 1.15686, 0.34506)
H (3.22627, -0.99807, -0.06740)
H (2.05154, -0.94879, -1.35154)
H (2.82013, -3.47336, -0.07494)
H (1.61268, -3.84807, 1.18287)
H (3.03052, -1.63148, 2.18468)
H (3.09626, -3.29505, 2.77156)
H (4.74059, -2.57154, 0.36068)
H (5.26394, -1.85484, 1.85945)
H (4.94084, -4.83323, 1.35479)
H (6.45821, -3.96915, 1.33475)
H (4.70749, -4.32294, 3.80431)
H (6.16187, -5.20156, 3.41654)
H (7.43390, -3.60453, 4.33596)
H (6.76645, -2.34924, 3.30924)
H (4.75407, -2.37696, 4.97738)
H (5.80742, -3.32176, 6.01883)
H (7.13089, -0.84405, 5.05009)
H (5.68396, -0.53832, 5.97681)
H (6.98011, -1.46017, 6.70319)
H (-1.20921, -3.41935, 1.51223)
H (-1.93208, -2.01087, 2.26722)
H (-3.17706, -4.10266, 0.52698)
H (-3.71287, -2.47218, 0.21697)
H (-4.74736, -2.22101, 2.25998)
H (-5.03621, -3.90416, 1.92650)
H (-3.80538, -2.75273, 4.10452)
H (-5.87635, -5.82948, 4.00352)
H (-5.68304, -4.88547, 5.45104)
H (-6.04450, -4.08992, 3.90056)
H (-3.43318, -6.85227, 3.66290)
H (-4.32926, -6.04668, 2.39170)
H (-0.41853, -6.24239, 2.41538)
H (-0.78340, -4.88730, 3.47777)
H (-1.27510, -6.52405, 3.95278)
H (-2.13921, -4.51246, 5.19731)
H (-3.58226, -3.99240, 6.04442)
H (-3.01384, -6.05478, 8.49465)
H (-4.49915, -7.91448, 6.48631)
C (4.20082, -2.91259, -5.07604)
C (4.79456, -1.76441, -4.21632)
C (5.95961, -1.08145, -4.94024)
C (7.23406, -1.92210, -4.99136)
C (7.63696, -2.37110, -3.58755)
C (6.50950, -3.09582, -2.85337)
N (5.25627, -2.27739, -2.89215)
O (5.26317, -1.35438, -1.99121)
C (6.29817, -4.48656, -3.47781)
C (6.87982, -3.32217, -1.39686)
C (3.68406, -0.74309, -3.99810)
H (4.78708, -3.10480, -5.97565)
H (4.12203, -3.84338, -4.52076)
H (3.18758, -2.67143, -5.39358)
H (6.18574, -0.13740, -4.43426)
H (5.63578, -0.82404, -5.95071)
H (7.09719, -2.78692, -5.64659)
H (8.04082, -1.33208, -5.43031)
H (8.50832, -3.02770, -3.63193)
H (7.93457, -1.49099, -3.00860)
H (5.42155, -4.97452, -3.04932)
H (7.16462, -5.11173, -3.26266)
H (6.18585, -4.46580, -4.55959)
H (7.14786, -2.39751, -0.88872)
H (7.73229, -3.99805, -1.32471)
H (6.04105, -3.76963, -0.86553)
H (2.86555, -1.17409, -3.41894)
H (3.29577, -0.43838, -4.96988)
H (4.03773, 0.14740, -3.48232)
C (-6.13426, 10.49044, -3.57821)
C (-5.81843, 8.97690, -3.71926)
C (-7.07760, 8.17860, -4.07167)
C (-8.05645, 8.02300, -2.91192)
C (-7.34993, 7.44466, -1.68770)
C (-6.11714, 8.25058, -1.28035)
N (-5.21342, 8.43855, -2.46050)
O (-4.52540, 7.37134, -2.69548)
C (-6.56249, 9.59842, -0.68429)
C (-5.35484, 7.53041, -0.17533)
C (-4.81807, 8.82841, -4.85986)
H (-7.20354, 10.69946, -3.63101)
H (-5.75723, 10.90370, -2.64652)
H (-5.65271, 11.06031, -4.37151)
H (-6.77862, 7.18120, -4.40941)
H (-7.56821, 8.66087, -4.91969)
H (-8.51844, 8.98408, -2.66870)
H (-8.87120, 7.36024, -3.20956)
H (-8.03795, 7.40298, -0.84071)
H (-7.05099, 6.41363, -1.90172)
H (-5.70198, 10.24089, -0.49299)
H (-7.06292, 9.42196, 0.26747)
H (-7.26461, 10.14240, -1.31242)
H (-5.06910, 6.51563, -0.44478)
H (-5.99026, 7.46575, 0.70787)
H (-4.45048, 8.07568, 0.09858)
H (-3.87460, 9.32043, -4.61975)
H (-5.23493, 9.29834, -5.75065)
H (-4.61099, 7.78658, -5.09395)

Forces on atoms 1 to 2 (eV/Å):
C -0.26 0.31 -0.33
C 0.26 -0.15 0.25

As for the HOMO-LUMO gap (alpha / beta): 7.805 / 7.798 eV. For the LUMO energy (alpha / beta), the calculation gives 0.032 / 0.023 eV. For the molar mass, the calculation gives 853.31 u. The expectation value of S² is 2.0083. As for the electronic energy: -95237.3414 eV. The spin multiplicity is 3.

Mulliken atomic charge list, values in e, 99 entries: -1.043 -0.341 -0.652 -0.980 -0.628 -0.657 -1.412 0.566 0.205 -0.635 -1.221 1.024 -1.001 -1.000 -0.679 -0.292 -1.225 0.167 -0.212 -0.225 -0.061 -0.835 -0.857 0.071 1.791 -1.710 -1.736 -0.287 -0.714 -1.407 0.759 -0.685 -0.522 -0.495 0.290 0.242 0.294 0.248 0.237 0.398 0.280 0.481 0.362 0.223 0.468 0.399 0.527 0.415 0.455 0.018 -0.280 0.365 0.380 0.409 0.476 -0.725 0.267 0.403 0.299 0.427 0.475 0.365 0.399 0.199 0.359 0.351 0.318 0.307 -0.356 0.508 0.219 0.642 0.478 0.287 0.267 0.335 0.338 0.454 0.691 0.379 0.270 0.211 0.354 0.460 0.634 0.349 0.340 -1.765 2.090 -1.471 -0.530 -1.184 1.728 0.762 -0.599 -2.018 -2.265 -2.471 0.341